DFT (the ωB97M-V functional and the def2-TZVPD basis) results for 3 unconnected molecules or ions with the total composition C2H9NO2 at a distorted geometry.

The calculation puts the energy above the lowest of the compared OMol25 structures with the same formula, charge and spin at 1.4732 eV. For the LUMO energy, the calculation gives 0.55 eV. As for the structure (SMILES): C=NC.O.O. For the max |F|, the calculation gives 0.0664 hartree/bohr. As for the electronic energy: -7803.253 eV. The gap between HOMO and LUMO comes out at 10.6 eV. The molar mass is 79.1 Da.

Last column: natural (NBO) charge in e.
Geometry (Å):
C1 1.16 0.82 1.09  -0.033
N1 0.22 -0.04 1.30  -0.450
C2 -1.15 0.50 1.29  -0.458
H1 2.17 0.74 1.60  0.193
H2 0.96 1.81 0.58  0.146
H3 -1.73 -0.09 1.92  0.214
H4 -0.98 1.57 1.50  0.194
H5 -1.77 0.59 0.37  0.210
O1 -0.45 -0.04 -2.68  -0.973
H6 0.24 -0.66 -2.41  0.496
H7 -1.31 -0.50 -2.63  0.464
O2 1.16 -1.51 -0.89  -0.965
H8 0.69 -0.85 -0.37  0.488
H9 0.80 -2.35 -0.66  0.473